Entry 1:
Below is a structure of composition C12H7Br2CuNO2, with properties calculated with ωB97M-V with the def2-TZVPD basis set.

Element x y z (Å)
Cu: 0.2329 -0.1614 0.9671
Br: 0.1199 -3.2892 -1.0844
C: -1.1610 -2.9507 0.2810
C: -1.8642 -4.0156 0.8213
C: -2.8243 -3.7073 1.7724
C: -3.0541 -2.3899 2.1214
C: -2.2744 -1.4013 1.5336
N: -1.3286 -1.6970 0.6383
C: -2.4675 0.0821 1.8940
O: -3.5334 0.3466 2.4576
O: -1.5422 0.8447 1.5210
H: -1.6608 -5.0254 0.4989
H: -3.3955 -4.5061 2.2313
H: -3.8080 -2.0766 2.8281
Br: 6.4418 -1.2967 3.1439
C: 4.7006 -0.9494 2.4487
C: 3.9961 -1.9684 1.8361
C: 2.7253 -1.6944 1.3347
C: 2.1025 -0.4362 1.4171
C: 2.8826 0.5469 2.0523
C: 4.1571 0.3167 2.5634
H: 4.4333 -2.9555 1.7506
H: 2.2094 -2.5163 0.8492
H: 2.4897 1.5529 2.1613
H: 4.7213 1.1050 3.0459

Results
Largest force on an atom = 0.009 Eh/bohr
E_tot = -202869.6452 eV
Charge = -1
Highest occupied orbital energy = -0.1647 Ha

Entry 2:
Below is a structure of composition C12H7BrF5NOOsS, with properties calculated with ωB97M-V with the def2-TZVPD basis set.

Element x y z (Å)
Os: -0.0901 0.0141 -0.6932
F: 6.1574 -0.3031 1.6534
C: 4.8715 -0.4207 1.6362
C: 4.1908 -0.2543 0.3947
F: 4.8796 -0.0090 -0.6845
C: 2.8378 -0.3806 0.3963
F: 2.1640 -0.2846 -0.7935
C: 2.0729 -0.6712 1.5459
S: 0.3886 -0.7949 1.5564
C: 2.8042 -0.8463 2.7651
F: 2.1390 -1.1176 3.8536
C: 4.1766 -0.7183 2.8120
F: 4.8343 -0.8700 3.9316
C: -0.3199 2.9493 -1.6480
O: 0.2920 1.7159 -1.1795
H: 0.4829 3.6819 -1.6859
H: -1.0758 3.2576 -0.9279
H: -0.7299 2.7765 -2.6416
Br: -4.2623 -3.7083 -0.6845
C: -3.8082 -1.9128 -0.8304
C: -4.7679 -0.9196 -1.0102
C: -4.3636 0.4006 -1.1116
C: -3.0245 0.7197 -1.0218
N: -2.1020 -0.2423 -0.8457
C: -2.4783 -1.5352 -0.7664
H: -5.8164 -1.1811 -1.0647
H: -5.0855 1.1926 -1.2527
H: -2.6699 1.7363 -1.0817
H: -1.6970 -2.2746 -0.6213

Results
Largest force on an atom = 0.019 Eh/bohr
2S+1 = 5
E_tot = -113005.8070 eV
Charge = +2
Highest occupied orbital energy (alpha / beta) = -0.5828 / -0.5852 Ha

Entry 3:
Below is a structure of composition C12H7I2NS2, with properties calculated with ωB97M-V with the def2-TZVPD basis set.

Element x y z (Å)
S: 0.2717 -0.7252 4.8091
C: -0.3248 -0.7885 3.1248
C: 0.0027 0.2765 2.3063
C: -0.4847 0.3532 1.0099
C: -1.2690 -0.6916 0.5260
C: -1.5858 -1.7811 1.3353
I: -2.8481 -3.2619 0.5539
C: -1.1356 -1.8333 2.6598
I: -1.6414 -3.4302 3.9166
S: -1.8925 -0.5286 -1.1309
C: -0.4607 0.2276 -1.8620
C: -0.0487 -0.0877 -3.1499
C: 1.0274 0.5879 -3.7161
C: 1.7085 1.5469 -2.9720
C: 1.3259 1.8216 -1.6685
C: 0.2233 1.1779 -1.1060
N: -0.2199 1.4658 0.1982
H: 1.2306 -1.6554 4.6907
H: 0.6216 1.0698 2.6938
H: -0.5981 -0.8411 -3.6917
H: 1.3191 0.3502 -4.7247
H: 2.5519 2.0627 -3.3979
H: 1.8510 2.5526 -1.0720
H: 0.3757 2.1320 0.6673

Results
Largest force on an atom = 0.013 Eh/bohr
E_tot = -51919.6096 eV
Charge = 0
Highest occupied orbital energy = -0.2953 Ha

Entry 4:
Below is a structure of composition C12H7N2O5PdS in a non-equilibrium geometry, with properties calculated with ωB97M-V with the def2-TZVPD basis set.

Element x y z (Å)
O: 1.2623 3.6652 -1.1291
C: 1.6321 2.5879 -0.9577
Pd: 2.1914 0.6948 -1.0016
O: 0.5742 1.6155 -3.5095
C: 1.2688 1.1844 -2.6986
C: 2.0559 -1.2816 -1.2648
O: 2.0617 -2.4230 -1.3568
C: 1.5452 0.4020 1.1419
O: 2.3737 -0.1585 1.8664
C: 4.1720 0.8194 -1.1057
O: 5.3125 0.8001 -1.2280
H: 0.9064 1.2311 1.5231
N: 1.1384 -2.5357 1.7027
C: 0.0513 -1.8766 1.2955
N: 0.1123 -0.6979 0.6626
C: -1.1638 -0.1952 0.3767
C: -1.4912 0.9710 -0.2988
C: -2.8398 1.2920 -0.4799
C: -3.8568 0.4673 0.0154
C: -3.5396 -0.7215 0.6884
C: -2.1938 -1.0460 0.8384
S: -1.5468 -2.5173 1.5758
H: 0.9834 -3.4404 2.1329
H: 1.9598 -1.9611 1.9361
H: -0.6744 1.5756 -0.6787
H: -3.0955 2.2032 -1.0161
H: -4.9030 0.7413 -0.1212
H: -4.2970 -1.3961 1.0907

Results
Largest force on an atom = 0.118 Eh/bohr
2S+1 = 3
E_tot = -40080.2457 eV
Charge = +1
Highest occupied orbital energy (alpha / beta) = -0.3931 / -0.4389 Ha

Entry 5:
Below is an isolated molecule of C12H8 in a non-equilibrium geometry, with properties calculated with ωB97M-V with the def2-TZVPD basis set.

Element x y z (Å)
C: -2.0747 -1.1825 0.5368
C: -1.5669 -1.8443 -0.5401
C: -0.3063 -1.1496 -0.9194
C: 0.6734 -1.4097 -1.8601
C: 1.7954 -0.5174 -1.9029
C: 1.8766 0.5828 -1.0495
C: 0.9014 0.8104 -0.0339
C: 0.8822 1.8069 0.9920
C: -0.1559 1.8602 1.8942
C: -1.1925 0.8771 1.8597
C: -1.2197 -0.0660 0.8759
C: -0.1440 -0.0840 -0.0551
H: -2.9275 -1.4988 1.1127
H: -1.9810 -2.7135 -0.9666
H: 0.6009 -2.2741 -2.5191
H: 2.6322 -0.6055 -2.6005
H: 2.7280 1.2718 -1.1051
H: 1.6516 2.5649 1.0877
H: -0.1938 2.6779 2.5608
H: -1.9793 0.8931 2.6324

Results
Relative energy (zero: lowest compared OMol25 entry of this formula, charge and spin) = 0.0 kJ/mol
Largest force on an atom = 0.040 Eh/bohr
E_tot = -12573.4059 eV
Charge = 0
Highest occupied orbital energy = -0.3114 Ha

Entry 6:
Below is a structure of composition C12H8Br2FIPdSe3Te2 in a non-equilibrium geometry, with properties calculated with ωB97M-V with the def2-TZVPD basis set.

Element x y z (Å)
Pd: -0.2068 0.6057 -0.0407
Se: 0.3513 2.7111 1.3689
Te: -1.9268 2.7502 2.2587
Te: -1.4079 2.9963 -1.4881
Se: -3.0984 2.3902 0.2235
Br: -0.5701 -0.9280 1.9307
Se: 0.6193 1.5999 -2.1504
F: -1.9737 -4.2854 -3.3246
C: -1.5660 -3.1899 -2.5995
C: -2.5138 -2.3123 -2.1242
C: -2.0883 -1.2075 -1.3901
C: -0.7402 -0.9727 -1.1396
C: 0.1816 -1.8897 -1.6420
C: -0.2189 -3.0052 -2.3703
H: -3.5645 -2.4925 -2.3189
H: -2.8297 -0.5173 -0.9997
H: 1.2390 -1.7379 -1.4618
H: 0.4980 -3.7197 -2.7573
Br: 6.3299 -1.0547 3.1538
C: 4.6880 -0.2824 3.7271
C: 4.6144 0.1283 5.0506
C: 3.4443 0.6998 5.5256
C: 2.3563 0.8536 4.6797
C: 2.4325 0.4390 3.3607
C: 3.6033 -0.1306 2.8713
I: 3.6120 -0.6866 0.8666
H: 5.4727 -0.0011 5.6958
H: 3.3900 1.0230 6.5583
H: 1.4335 1.2997 5.0270
H: 1.5716 0.5490 2.7109

Results
Relative energy (zero: lowest compared OMol25 entry of this formula, charge and spin) = 123.4 kJ/mol
Largest force on an atom = 0.063 Eh/bohr
E_tot = -377586.0163 eV
Charge = -2
Highest occupied orbital energy = -0.0236 Ha

Entry 7:
Below is a cluster of 2 separate species, C12H8Cl4FNO2S in total in a non-equilibrium geometry, with properties calculated with ωB97M-V with the def2-TZVPD basis set.

Element x y z (Å)
O: 1.8844 -0.0355 8.0889
S: 1.5692 -0.5197 6.7573
O: 1.8503 -1.8394 6.2065
C: -0.2128 -0.5631 6.3526
C: -0.9970 0.3770 6.9842
C: -2.3739 0.4090 6.7571
C: -2.9630 -0.5002 5.8767
Cl: -4.6667 -0.4051 5.5509
C: -2.1650 -1.4502 5.2148
C: -0.7781 -1.4843 5.4685
C: 1.9843 1.0306 5.7167
F: 1.5129 2.0966 6.3070
Cl: 3.7928 1.0858 5.6836
H: -0.5475 1.0503 7.6924
H: -2.9787 1.1539 7.2730
H: -2.6240 -2.1431 4.5156
H: -0.2125 -2.2670 4.9904
H: 1.5256 0.8680 4.7408
Cl: 1.2638 4.8317 4.1262
C: 0.8180 5.3390 5.6979
C: 0.4584 6.6564 6.0183
C: 0.1266 6.9507 7.3517
C: 0.1835 5.9266 8.3121
C: 0.5555 4.6422 7.8867
Cl: 0.6850 3.3174 8.9692
N: 0.8013 4.3928 6.6116
H: 0.4351 7.3792 5.2069
H: -0.1713 7.9594 7.6387
H: -0.0507 6.0502 9.3676

Results
Largest force on an atom = 0.052 Eh/bohr
E_tot = -81799.7121 eV
Charge = 0
Highest occupied orbital energy = -0.3542 Ha

Entry 8:
Below is an isolated molecule of C12H8F11NO5S in a non-equilibrium geometry, with properties calculated with ωB97M-V with the def2-TZVPD basis set.

Element x y z (Å)
O: 3.2142 -2.8146 1.5220
C: 3.3096 -1.5678 1.0325
O: 4.4975 -0.8643 0.5148
C: 4.0476 0.1774 -0.4229
O: 4.8460 0.5087 -1.4424
C: 2.5469 0.6796 0.0162
N: 1.7437 1.9148 -0.3296
C: 2.3121 3.0776 0.4578
O: 2.7871 2.8291 1.6886
F: 2.4103 4.4524 -0.0953
C: 1.8303 2.2594 -1.8151
O: 0.7011 2.2379 -2.5759
F: 3.0832 2.6723 -2.5181
C: 2.1100 -0.4372 0.8976
C: 0.7135 -0.7165 1.7188
C: -0.0331 0.6424 2.2730
C: -1.2842 1.1484 1.2875
C: -2.4495 0.0128 1.0869
C: -3.0706 -0.0322 -0.4664
F: -4.5036 -0.4427 -0.5004
F: -3.0852 1.4229 -0.8819
C: -2.1024 -0.7820 -1.5424
F: -2.4217 -0.1803 -2.8912
F: -0.6369 -0.4995 -1.3412
S: -2.2971 -2.6213 -1.7188
F: -0.6647 -2.8127 -1.1273
F: -1.5916 -2.5067 -3.3148
F: -3.8452 -2.5366 -2.4443
F: -2.8985 -2.8653 -0.1388
F: -2.3487 -4.3243 -1.9409
H: 1.0216 -1.3412 2.6881
H: -0.0212 -1.4427 1.1212
H: 0.7046 1.5111 2.5565
H: -0.5639 0.3265 3.2940
H: -1.7564 2.0876 1.8196
H: -0.7977 1.5168 0.2883
H: -2.1332 -1.0410 1.4838
H: -3.3740 0.3514 1.7605

Results
Largest force on an atom = 0.205 Eh/bohr
E_tot = -65013.9570 eV
Charge = 0
Highest occupied orbital energy = -0.4205 Ha